No. 1
# C4H18O5S2

5 unconnected molecules or ions with the total composition C4H18O5S2 at a distorted geometry (the ωB97M-V functional and the def2-TZVPD basis, the Open Molecules 2025 dataset).

```
29
Properties=species:S:1:pos:R:3
C 0.598 2.908 -0.439
S 0.754 2.022 -2.089
S 1.521 0.258 -1.910
C 0.442 -1.115 -1.383
C -1.009 -0.984 -1.870
C -2.137 -1.435 -0.846
O -1.731 -1.545 0.516
H -0.020 2.375 0.127
H 1.611 2.955 -0.242
H 0.078 3.846 -0.677
H 0.906 -2.108 -1.740
H 0.736 -1.361 -0.338
H -1.233 -1.559 -2.660
H -1.234 0.076 -1.999
H -3.091 -0.809 -1.020
H -2.577 -2.424 -0.967
H -1.391 -0.761 0.972
O -3.212 1.029 -0.021
H -3.426 1.004 0.953
H -2.369 1.504 -0.292
O 1.759 1.608 3.460
H 1.481 2.247 4.067
H 1.537 0.871 3.956
O 1.260 -1.160 4.243
H 0.672 -1.598 3.682
H 1.665 -1.779 4.792
O -0.141 -3.463 1.788
H -0.710 -2.829 1.416
H 0.110 -4.121 1.297
```

Properties
- charge = 0
- max |F| (eV Å⁻¹) = 7.82
- spin multiplicity = 1
- E (eV) = -36345.2606
- SMILES = CSSCCCO.O.O.O.O

Calculated atomic charges, method Löwdin, unit e: number 1, C, carries -0.34; number 2, S, carries 0.39; number 3, S, carries 0.44; number 4, C, carries -0.52; number 5, C, carries -0.20; number 6, C, carries -0.24; number 7, O, carries -0.12; number 8, H, carries -0.04; number 9, H, carries 0.00; number 10, H, carries 0.05; number 11, H, carries 0.10; number 12, H, carries 0.06; number 13, H, carries 0.06; number 14, H, carries 0.06; number 15, H, carries 0.12; number 16, H, carries 0.11; number 17, H, carries 0.10; number 18, O, carries -0.10; number 19, H, carries 0.08; number 20, H, carries 0.07; number 21, O, carries -0.01; number 22, H, carries 0.00; number 23, H, carries -0.05; number 24, O, carries 0.01; number 25, H, carries 0.00; number 26, H, carries 0.02; number 27, O, carries 0.04; number 28, H, carries -0.03; number 29, H, carries -0.06

No. 2
# C4H18O7

6 unconnected molecules or ions with the total composition C4H18O7 at a distorted geometry (the ωB97M-V functional and the def2-TZVPD basis, the Open Molecules 2025 dataset).

```
29
Properties=species:S:1:pos:R:3
O -1.717 -1.127 -0.243
C -1.620 -0.776 0.873
C -0.540 0.123 1.438
C 0.809 -0.018 0.730
C 1.730 1.135 0.998
O 2.945 1.035 0.291
H -2.322 -1.026 1.682
H -0.925 1.119 1.262
H -0.445 0.046 2.519
H 1.252 -0.949 0.976
H 0.627 -0.074 -0.322
H 1.966 1.241 2.033
H 1.270 2.053 0.691
H 3.037 0.172 -0.123
H -1.324 -0.676 -3.576
H -0.954 -0.819 -2.064
O -0.702 -0.344 -2.930
H 2.812 -2.275 1.391
H 4.155 -1.665 1.601
O 3.244 -1.607 1.882
H -3.213 2.807 -1.387
H -2.099 2.167 -2.118
O -2.299 2.411 -1.254
H -0.678 -3.510 2.019
H -0.895 -2.739 3.205
O -1.239 -2.805 2.310
H -0.420 2.555 -3.924
H -1.161 1.291 -3.993
O -1.293 2.256 -3.967
```

Properties
- charge = +1
- max |F| (eV Å⁻¹) = 3.86
- expectation value of S² = 0.76
- spin multiplicity = 2
- E (eV) = -18761.9255

Calculated atomic charges, method Löwdin, unit e: number 1, O, carries 0.33; number 2, C, carries -0.09; number 3, C, carries -0.05; number 4, C, carries -0.15; number 5, C, carries -0.24; number 6, O, carries -0.02; number 7, H, carries 0.20; number 8, H, carries 0.15; number 9, H, carries 0.15; number 10, H, carries 0.09; number 11, H, carries 0.11; number 12, H, carries 0.12; number 13, H, carries 0.13; number 14, H, carries 0.08; number 15, H, carries 0.05; number 16, H, carries 0.05; number 17, O, carries -0.06; number 18, H, carries 0.01; number 19, H, carries 0.06; number 20, O, carries -0.02; number 21, H, carries 0.09; number 22, H, carries -0.07; number 23, O, carries -0.07; number 24, H, carries 0.06; number 25, H, carries 0.08; number 26, O, carries -0.01; number 27, H, carries 0.02; number 28, H, carries 0.02; number 29, O, carries -0.03

No. 3
# C4H19NO8

7 unconnected molecules or ions with the total composition C4H19NO8 at a distorted geometry (the ωB97M-V functional and the def2-TZVPD basis, the Open Molecules 2025 dataset).

```
32
Properties=species:S:1:pos:R:3
C 2.010 -0.577 1.789
N 1.485 -1.134 0.510
C 1.251 -0.256 -0.484
O 0.671 -0.531 -1.533
C 1.078 -2.553 0.515
C -0.175 -2.665 1.394
O -0.614 -1.844 2.158
H 2.937 0.103 1.600
H 1.140 -0.131 2.188
H 2.656 -1.523 2.243
H 1.563 0.803 -0.311
H 2.036 -3.030 0.940
H 0.905 -2.934 -0.480
H -0.697 -3.638 1.328
O -2.055 1.451 1.516
H -2.639 1.484 0.776
H -1.728 0.570 1.713
O -0.646 1.546 -2.968
H 0.291 1.766 -3.132
H -0.635 0.599 -2.743
O -0.782 -2.776 -1.945
H -0.358 -1.904 -1.827
H -1.709 -2.757 -2.086
O 0.066 2.803 1.715
H -0.328 1.935 1.864
H -0.553 3.394 2.161
O -2.550 1.291 -1.239
H -2.909 0.430 -1.572
H -1.718 1.382 -1.788
O 0.835 2.565 -0.928
H 0.710 2.802 -0.016
H 0.461 3.328 -1.357
```

Properties
- charge = 0
- max |F| (eV Å⁻¹) = 5.24
- spin multiplicity = 1
- E (eV) = -22325.0356
- SMILES = CN(C=O)CC=O.O.O.O.O.O.O

Calculated atomic charges, method Löwdin, unit e: number 1, C, carries -0.03; number 2, N, carries -0.16; number 3, C, carries -0.27; number 4, O, carries -0.02; number 5, C, carries -0.09; number 6, C, carries -0.21; number 7, O, carries 0.06; number 8, H, carries 0.12; number 9, H, carries 0.05; number 10, H, carries 0.15; number 11, H, carries 0.13; number 12, H, carries 0.15; number 13, H, carries 0.10; number 14, H, carries 0.12; number 15, O, carries -0.05; number 16, H, carries 0.01; number 17, H, carries 0.04; number 18, O, carries -0.07; number 19, H, carries 0.07; number 20, H, carries 0.03; number 21, O, carries -0.06; number 22, H, carries -0.01; number 23, H, carries 0.02; number 24, O, carries -0.07; number 25, H, carries 0.00; number 26, H, carries 0.06; number 27, O, carries -0.09; number 28, H, carries 0.06; number 29, H, carries -0.01; number 30, O, carries -0.06; number 31, H, carries -0.01; number 32, H, carries 0.05

No. 4
# C4H20B2O2S2Sn

A molecular structure, C4H20B2O2S2Sn at a distorted geometry (the ωB97M-V functional and the def2-TZVPD basis, the Open Molecules 2025 dataset).

```
31
Properties=species:S:1:pos:R:3
Sn -0.948 -1.397 1.138
B -3.730 0.136 0.677
H -3.276 0.755 1.521
H -4.646 0.567 0.151
H -2.938 0.013 -0.165
H -3.938 -0.902 1.117
B -2.066 -0.985 3.965
H -1.116 -1.636 3.998
H -1.892 0.044 3.484
H -2.895 -1.516 3.375
H -2.534 -0.842 4.994
C 3.801 -2.942 -0.312
S 2.428 -2.483 -1.400
O 1.344 -2.021 -0.443
C 3.251 -1.001 -2.141
H 4.691 -3.117 -0.917
H 3.509 -3.822 0.256
H 4.062 -2.130 0.367
H 3.257 -0.128 -1.491
H 2.858 -0.670 -3.102
H 4.256 -1.357 -2.371
C -1.554 2.343 -1.716
S 0.121 1.607 -1.687
O 0.055 0.622 -0.549
C 0.810 3.154 -1.020
H -1.644 3.060 -2.529
H -1.876 2.691 -0.734
H -2.268 1.529 -1.865
H 0.353 3.412 -0.064
H 0.653 3.938 -1.759
H 1.871 3.080 -0.780
```

Properties
- charge = 0
- max |F| (eV Å⁻¹) = 3.02
- spin multiplicity = 1
- E (eV) = -37414.0223

Calculated atomic charges, method Löwdin, unit e: number 1, Sn, carries 1.62; number 2, B, carries -0.49; number 3, H, carries -0.06; number 4, H, carries -0.04; number 5, H, carries -0.12; number 6, H, carries -0.07; number 7, B, carries -0.52; number 8, H, carries -0.10; number 9, H, carries -0.07; number 10, H, carries -0.07; number 11, H, carries -0.04; number 12, C, carries -0.26; number 13, S, carries 0.88; number 14, O, carries -0.74; number 15, C, carries -0.24; number 16, H, carries 0.05; number 17, H, carries 0.05; number 18, H, carries 0.07; number 19, H, carries 0.06; number 20, H, carries 0.05; number 21, H, carries 0.04; number 22, C, carries -0.25; number 23, S, carries 0.86; number 24, O, carries -0.71; number 25, C, carries -0.26; number 26, H, carries 0.06; number 27, H, carries 0.07; number 28, H, carries 0.04; number 29, H, carries 0.06; number 30, H, carries 0.06; number 31, H, carries 0.05

No. 5
# C4H20BO18

11 unconnected molecules or ions with the total composition C4H20BO18 at a distorted geometry (the ωB97M-V functional and the def2-TZVPD basis, the Open Molecules 2025 dataset).

```
43
Properties=species:S:1:pos:R:3
O -1.756 -3.199 1.481
C -1.523 -2.168 0.924
O -0.349 -1.722 0.511
B -0.524 -0.418 -0.182
O -1.943 -0.096 -0.051
C -2.568 -1.094 0.557
O -3.734 -1.146 0.816
O -0.118 -0.514 -1.591
C 0.811 0.337 -1.894
O 1.419 0.443 -2.930
C 1.145 1.114 -0.600
O 0.345 0.666 0.341
O 2.013 1.933 -0.473
O 3.150 2.964 -3.509
H 2.425 2.354 -3.318
H 2.748 3.838 -3.505
O -6.605 -1.841 1.098
H -7.211 -1.154 0.811
H -5.725 -1.477 0.930
O 5.051 2.036 -0.523
H 5.122 2.949 -0.821
H 4.100 1.916 -0.414
O 2.245 -2.171 -3.838
H 3.067 -1.968 -4.294
H 1.928 -1.311 -3.516
O 3.175 4.643 -0.364
H 2.587 3.879 -0.459
H 3.017 4.952 0.533
O 1.463 -3.625 2.514
H 1.001 -3.142 1.817
H 0.756 -3.957 3.076
O -3.346 -5.926 1.721
H -3.469 -5.718 0.791
H -2.902 -5.148 2.078
O -0.013 3.383 1.810
H -0.684 3.364 2.500
H 0.395 2.510 1.846
O -3.359 2.348 -0.977
H -3.038 1.474 -0.711
H -2.743 2.639 -1.655
O 0.944 -0.443 3.352
H 1.127 -0.433 2.406
H 1.576 -1.075 3.711
```

Properties
- charge = -1
- max |F| (eV Å⁻¹) = 1.05
- spin multiplicity = 1
- E (eV) = -42013.6511

Calculated atomic charges, method Löwdin, unit e: number 1, O, carries 0.17; number 2, C, carries -0.37; number 3, O, carries 0.22; number 4, B, carries -0.84; number 5, O, carries 0.22; number 6, C, carries -0.34; number 7, O, carries 0.17; number 8, O, carries 0.27; number 9, C, carries -0.36; number 10, O, carries 0.14; number 11, C, carries -0.34; number 12, O, carries 0.22; number 13, O, carries 0.14; number 14, O, carries -0.06; number 15, H, carries 0.00; number 16, H, carries 0.03; number 17, O, carries -0.07; number 18, H, carries 0.03; number 19, H, carries -0.01; number 20, O, carries -0.07; number 21, H, carries 0.02; number 22, H, carries -0.01; number 23, O, carries -0.07; number 24, H, carries 0.03; number 25, H, carries -0.01; number 26, O, carries -0.06; number 27, H, carries 0.00; number 28, H, carries 0.04; number 29, O, carries -0.06; number 30, H, carries 0.01; number 31, H, carries 0.04; number 32, O, carries -0.07; number 33, H, carries 0.03; number 34, H, carries 0.01; number 35, O, carries -0.05; number 36, H, carries 0.04; number 37, H, carries 0.01; number 38, O, carries -0.06; number 39, H, carries 0.00; number 40, H, carries 0.03; number 41, O, carries -0.05; number 42, H, carries 0.01; number 43, H, carries 0.03

No. 6
# C4H20IO8

7 unconnected molecules or ions with the total composition C4H20IO8 at a distorted geometry (the ωB97M-V functional and the def2-TZVPD basis, the Open Molecules 2025 dataset).

```
33
Properties=species:S:1:pos:R:3
I 0.672 1.261 1.247
O 0.833 4.093 -0.757
H 0.858 3.567 0.042
H 0.611 3.469 -1.449
O 3.575 3.380 0.149
H 3.244 2.694 0.729
H 3.970 2.906 -0.583
O -0.441 4.624 2.493
H -0.443 3.750 2.103
H -1.043 4.557 3.234
O -2.935 2.024 0.463
H -1.985 1.913 0.424
H -3.157 1.876 1.383
C -1.662 -2.794 1.212
C -1.877 -2.153 2.698
O -0.597 -1.611 3.021
O -0.986 -4.050 1.152
H -1.231 -2.071 0.519
H -2.695 -3.012 0.939
H -2.189 -2.868 3.458
H -2.638 -1.382 2.816
H -0.556 -0.747 2.606
H -0.054 -3.848 1.262
C 1.670 -1.815 -3.552
C 0.929 -1.572 -2.198
O 0.332 -0.331 -2.198
O 0.888 -2.617 -4.394
H 2.577 -2.375 -3.324
H 2.013 -0.928 -4.085
H 1.704 -1.537 -1.432
H 0.333 -2.434 -1.899
H 0.021 0.002 -1.353
H 0.259 -1.972 -4.727
```

Properties
- charge = -1
- max |F| (eV Å⁻¹) = 3.02
- spin multiplicity = 1
- E (eV) = -28954.9703

Calculated atomic charges, method Löwdin, unit e: number 1, I, carries 0.16; number 2, O, carries -0.12; number 3, H, carries -0.14; number 4, H, carries 0.01; number 5, O, carries -0.09; number 6, H, carries -0.06; number 7, H, carries 0.02; number 8, O, carries -0.09; number 9, H, carries -0.09; number 10, H, carries 0.02; number 11, O, carries -0.10; number 12, H, carries -0.09; number 13, H, carries 0.02; number 14, C, carries -0.21; number 15, C, carries -0.21; number 16, O, carries -0.16; number 17, O, carries -0.08; number 18, H, carries 0.10; number 19, H, carries 0.10; number 20, H, carries 0.10; number 21, H, carries 0.10; number 22, H, carries -0.09; number 23, H, carries 0.08; number 24, C, carries -0.24; number 25, C, carries -0.27; number 26, O, carries -0.10; number 27, O, carries -0.07; number 28, H, carries 0.11; number 29, H, carries 0.12; number 30, H, carries 0.10; number 31, H, carries 0.11; number 32, H, carries -0.02; number 33, H, carries 0.08

Among the records above, which one has the highest E? C4H18O7

Which of these has the highest max |F|? C4H18O5S2

Among the records above, which one has the lowest E? C4H20BO18